Entry 1:
Entry from the OMol25 dataset: a cluster of 2 separate species, C20H17Cl4O7 in total at a distorted geometry (ωB97M-V/def2-TZVPD).

The geometry in XYZ format:
```
48
Properties=species:S:1:pos:R:3:forces:R:3
Cl 4.6410 3.1671 2.1413 0.173 0.080 -0.058
Cl 3.1419 5.9494 2.2746 0.136 0.142 0.062
Cl 0.0219 6.0372 2.2274 0.115 -0.015 -0.036
Cl -1.5631 3.5009 1.3184 -0.075 0.001 0.143
O 1.0514 0.2682 -2.1794 -0.277 0.318 0.109
O -2.4407 0.2249 0.0066 -0.998 -0.282 0.582
O -0.9619 1.1400 -1.7724 0.261 1.032 -0.760
O 2.8034 -5.5058 -0.4103 0.206 -0.901 0.510
O -2.3265 -1.9596 0.3155 -0.029 0.196 0.005
O 2.7691 0.9188 1.8646 -0.518 1.280 -0.263
O 0.0955 1.1119 1.0542 0.880 1.274 1.014
C 2.1485 -3.4998 -1.4929 0.029 -0.919 0.971
C 1.9118 -4.4830 -0.4922 -0.928 1.231 0.238
C -0.4806 2.2257 -2.5905 -0.154 -0.355 0.181
C -3.7429 0.0044 0.6041 0.395 0.239 -0.194
C 1.4118 -2.3411 -1.5222 -0.470 0.140 0.041
C 2.2806 4.4987 2.0031 0.870 -1.726 -0.096
C -0.0287 0.1908 -1.5967 0.210 -1.242 0.852
C 0.3450 -2.0761 -0.6139 0.817 -1.806 0.048
C 0.0579 -3.1379 0.2996 -0.193 0.387 -0.152
C 0.8393 4.5597 1.9062 -0.717 -1.344 -0.548
C 2.2382 2.0128 1.7154 -0.142 -1.120 -0.019
C 2.7630 -6.3964 0.7255 -0.026 0.625 -0.881
C 0.1294 3.4303 1.5437 0.242 1.437 0.060
C -1.4223 3.3684 -2.3659 -0.301 0.435 0.094
C 2.9552 3.2865 1.8982 -0.870 1.412 0.317
C 0.8022 -4.3046 0.3772 1.127 -0.291 -0.716
C -1.7780 -0.9345 -0.0799 0.911 -0.480 -0.761
C 0.7407 2.1221 1.3546 0.068 -1.532 -0.169
C -4.3271 1.3740 0.7225 -0.230 0.592 0.088
C -0.4394 -0.8919 -0.6982 -1.024 1.023 -0.434
H -3.6754 1.9705 1.3680 -0.273 -0.013 -0.073
H 1.8600 -7.0213 0.7106 0.145 0.114 0.025
H -5.3346 1.3514 1.1503 0.095 -0.011 -0.041
H 1.6094 -1.5995 -2.2857 0.125 -0.274 0.186
H 0.5315 2.4969 -2.2710 -0.142 -0.124 -0.215
H -4.3650 1.8566 -0.2608 -0.048 -0.036 0.161
H -0.4508 1.8933 -3.6389 0.098 0.153 0.238
H -1.3994 3.6525 -1.3066 -0.079 -0.003 -0.331
H 3.6508 -7.0121 0.5751 -0.163 -0.075 0.244
H -4.3386 -0.6562 -0.0397 0.165 0.090 0.216
H -2.4530 3.1077 -2.6292 0.135 0.012 0.026
H -3.6092 -0.4714 1.5838 -0.145 0.040 -0.285
H 2.8259 -5.8542 1.6807 -0.042 -0.027 -0.287
H -1.1148 4.2294 -2.9684 -0.061 -0.035 0.055
H -0.8336 -3.0645 0.9162 0.547 0.006 -0.068
H 2.9449 -3.6563 -2.2171 -0.049 -0.042 0.188
H 0.5154 -5.0841 1.0944 0.206 0.392 -0.266
```
Forces are in eV/Å.

The strongest force on any atom comes out at 0.039 Eh/bohr. Its net charge is -1. As for the spin multiplicity: 1. The calculation puts the HOMO-LUMO gap at 3.16 eV.

Entry 2:
Entry from the OMol25 dataset: a structure of composition C38H40N5O5PS2TcTe at a distorted geometry (ωB97M-V/def2-TZVPD).

The geometry in XYZ format:
```
93
Properties=species:S:1:pos:R:3:forces:R:3
Te 0.0881 2.3832 -1.6807 0.012 -0.347 0.189
Tc -0.1088 0.2342 -0.0424 -0.082 0.450 0.940
S -0.7478 -2.5867 0.4158 0.774 0.502 -0.500
S 3.2108 3.6878 -1.1995 -0.317 -0.047 -0.086
P 0.3500 0.8283 2.2054 0.302 0.114 -0.147
O 3.8952 -1.3027 0.1137 0.150 0.070 0.068
O -2.1721 -0.9003 -3.5869 -2.084 -0.106 -2.295
O -0.7014 -0.8171 -1.8838 0.017 -0.086 -0.319
O -5.9527 1.8406 -2.6281 0.028 0.046 0.111
O -4.8405 0.5281 -4.0151 -0.038 -0.002 -0.014
N -2.1708 0.8011 -0.3928 -0.331 0.107 -0.149
N 1.8273 -0.5601 -0.2250 0.237 -0.274 0.148
N -3.2525 -3.3196 1.1167 -0.077 -0.181 0.069
N -1.7046 -4.7672 1.6407 -0.057 0.230 -0.069
N -4.0813 1.8274 -0.7191 -0.482 0.039 -0.463
C 2.1508 0.2747 4.2122 0.055 -0.036 -0.114
C -2.6364 -0.1145 4.9360 -0.123 -0.008 0.003
C 2.3397 -0.9237 -1.5816 0.243 -0.010 -0.028
C -1.8197 0.6148 4.0810 0.038 -0.026 -0.135
C 2.8711 -0.5536 2.0713 0.037 -0.025 0.357
C 4.0199 -1.0626 2.7025 -0.018 -0.028 -0.123
C -2.4578 -1.4805 5.0801 -0.004 0.004 0.009
C 1.2805 5.1648 -1.9916 -0.116 -0.237 0.162
C 1.5426 3.8799 -1.5985 0.183 -0.030 0.047
C 0.4654 4.3986 4.3238 -0.028 -0.032 0.050
C 2.2126 -2.3955 -3.6357 -0.096 0.094 -0.104
C 0.2512 3.0571 4.0421 0.000 0.013 0.021
C -4.9911 1.1715 -2.8664 -0.417 -0.067 -0.456
C 1.0976 3.4119 1.8213 -0.088 -0.169 0.058
C 0.5466 2.5566 2.7739 -0.218 -0.013 -0.209
C -2.9369 -5.4068 2.1093 -0.028 -0.054 0.071
C -2.7205 0.4156 -1.6150 -1.868 1.070 0.326
C -2.1197 -0.3837 -2.5639 1.695 -0.358 1.280
C 1.3194 4.7479 2.1063 0.048 0.097 -0.008
C -1.4358 -2.1152 4.3857 -0.014 -0.045 -0.022
C -2.8812 2.5131 1.3169 -0.140 0.001 0.061
C 0.9840 5.2477 3.3564 0.017 -0.004 -0.034
C -4.0344 -4.4094 1.7040 -0.048 0.039 0.027
C 3.2832 -0.2317 4.8206 -0.045 0.043 -0.014
C -0.7904 -0.0103 3.3804 -0.031 -0.019 -0.056
C -3.9428 1.0695 -1.8182 1.038 -0.163 0.575
C -0.4195 -5.3958 1.8467 0.144 -0.063 0.012
C 2.7832 -0.7852 0.6253 -0.077 0.084 -0.313
C 1.9221 0.1243 2.8451 -0.053 -0.047 -0.121
C -0.6053 -1.3850 3.5537 -0.008 0.095 0.043
C -3.0174 1.6848 0.1052 0.295 -0.148 0.150
C 3.6759 -1.6013 -1.2642 -0.192 -0.079 -0.137
C 3.5385 5.3340 -1.5332 0.082 0.051 0.001
C 2.4256 5.9970 -1.9500 0.166 0.077 -0.003
C 1.4471 -1.8441 -2.4305 -0.202 0.278 0.367
C 4.2236 -0.9055 4.0559 0.041 -0.012 0.100
C -1.9446 -3.5837 1.0856 -0.562 -0.220 0.182
C 0.2292 -1.1048 -2.9648 1.500 -0.509 -0.863
H 0.2246 4.7791 5.3079 0.006 0.009 -0.008
H -0.2809 -1.6839 -3.7355 0.101 -0.051 0.364
H 5.1156 -1.3063 4.5175 0.003 -0.011 -0.025
H 3.6177 -2.6868 -1.3608 0.041 0.009 0.059
H -3.4109 0.3880 5.5012 0.002 0.020 -0.032
H -0.4169 -6.3920 1.4033 -0.030 0.014 0.000
H 1.7478 5.3988 1.3543 -0.001 -0.032 -0.032
H -3.6674 -2.4920 0.7343 0.156 0.121 -0.038
H 4.5365 5.7231 -1.4058 -0.019 0.005 -0.001
H 2.6631 -1.5877 -4.2165 -0.002 -0.006 -0.016
H 3.4262 -0.1004 5.8849 0.026 -0.006 -0.006
H 1.4199 0.7959 4.8125 -0.020 0.008 0.051
H 4.5154 -1.2319 -1.8462 0.012 0.029 0.043
H -0.1389 2.4215 4.8246 -0.012 -0.021 -0.011
H 1.1132 -2.6753 -1.7987 0.019 -0.069 -0.038
H 2.9993 -3.0874 -3.3451 0.011 0.047 0.038
H 0.2975 5.4999 -2.2916 0.009 0.017 -0.005
H -0.9388 -1.6859 -1.4212 0.057 -0.399 0.596
H -4.0141 0.0387 -4.1247 0.076 -0.010 0.072
H -4.6051 -4.0533 2.5600 -0.004 -0.014 -0.014
H -4.7212 -4.8282 0.9698 0.004 0.003 0.018
H 2.4904 0.0123 -2.1307 -0.008 0.002 0.013
H 0.5164 -0.1413 -3.3876 -0.142 0.099 0.147
H 1.3499 2.9992 0.8553 0.019 0.151 -0.032
H -4.8845 2.4389 -0.6024 0.062 0.023 0.057
H -3.4979 2.1088 2.1194 0.042 -0.031 0.091
H 0.2152 -1.8733 3.0456 0.002 -0.086 0.020
H -1.2731 -3.1788 4.5153 0.033 0.010 0.015
H -1.8453 2.5626 1.6262 0.161 -0.002 0.052
H 1.5361 -2.9443 -4.2908 0.029 -0.006 -0.025
H -3.0570 -6.3797 1.6325 0.020 0.016 -0.003
H -2.8904 -5.5608 3.1886 0.024 0.018 -0.015
H -0.2093 -5.4866 2.9141 -0.030 0.004 -0.011
H 4.7559 -1.5917 2.1176 0.007 0.026 0.012
H -3.2306 3.5242 1.1029 0.050 -0.003 -0.002
H -1.9746 1.6791 3.9889 -0.039 0.056 -0.022
H 2.4170 7.0425 -2.2205 0.035 0.001 0.012
H 0.3544 -4.7950 1.3793 0.000 0.005 0.001
H 1.1312 6.2960 3.5794 0.025 -0.008 0.014
H -3.0984 -2.0427 5.7468 0.019 0.000 0.018
```
Forces are in eV/Å.

As for the expectation value of S²: 0.764. The strongest force on any atom comes out at 0.060 Eh/bohr. Its net charge is +2. As for the spin multiplicity: 2. Its relative energy (zero: lowest compared OMol25 entry of this formula, charge and spin) is 2.584 eV. The calculation puts the HOMO-LUMO gap (alpha / beta) at 4.94 / 5.00 eV.

Entry 3:
Entry from the OMol25 dataset: an isolated molecule of C7H5BrF3I at a distorted geometry (ωB97M-V/def2-TZVPD).

The geometry in XYZ format:
```
17
Properties=species:S:1:pos:R:3:forces:R:3
I -1.1615 -3.1094 0.4578 -0.532 -0.618 0.442
Br -2.9169 1.7748 -2.3382 0.086 0.314 -0.057
F 0.4512 -2.9019 -2.1031 -0.518 -1.189 -1.540
F 2.2100 -3.2121 -0.9142 0.687 0.084 -0.175
F 1.7907 -1.2531 -1.9022 0.166 -1.101 1.140
C 0.9536 -0.9260 0.8629 -0.501 1.512 1.576
C -0.2959 0.7986 -0.5322 2.449 1.494 2.236
C -1.9922 0.1182 -2.1597 -0.161 -1.001 0.814
C -1.0288 -0.0516 -1.2717 -2.132 -1.955 -2.372
C 0.5621 0.5076 0.4343 1.428 -0.649 1.026
C 1.2571 -2.3490 -1.2435 -1.394 1.827 0.955
C 0.4088 -1.9488 -0.0160 0.952 0.613 -1.672
H -2.5624 -0.6527 -2.6665 0.487 -0.046 -0.077
H 2.0442 -0.8252 0.8463 0.066 -0.738 -0.039
H -0.2969 1.8082 -0.8328 -0.306 1.406 -0.341
H 1.2666 1.2157 0.9251 -1.128 -0.015 -0.516
H 0.6513 -1.0614 1.9574 0.351 0.064 -1.400
```
Forces are in eV/Å.

The strongest force on any atom comes out at 0.073 Eh/bohr. As for the spin multiplicity: 1. Its relative energy (zero: lowest compared OMol25 entry of this formula, charge and spin) is 4.078 eV. The calculation puts the HOMO-LUMO gap (alpha / beta) at 7.38 / 7.75 eV.

Entry 4:
Entry from the OMol25 dataset: a structure of composition C34H27BClFeN10OSe (ωB97M-V/def2-TZVPD).

The geometry in XYZ format:
```
76
Properties=species:S:1:pos:R:3:forces:R:3
Se 2.1043 1.3157 2.0560 0.089 -0.005 0.052
Fe -0.6614 -0.9174 -0.2846 -0.085 -0.222 -0.043
Cl -4.2607 2.0949 5.2485 0.010 -0.001 0.001
O -0.4956 -0.5966 1.6647 0.104 -0.270 -0.024
N 2.0876 1.3942 -3.1868 0.012 0.071 0.029
N -0.6757 -1.0332 -2.3384 0.008 0.069 -0.032
N 0.2763 -0.3141 -2.9693 -0.031 0.084 -0.079
N -0.5821 1.0869 -0.5598 0.144 -0.012 0.136
N 2.0888 -0.3048 -1.2429 -0.023 -0.046 -0.076
N 1.3386 -0.9740 -0.3423 0.050 0.009 0.043
N 0.4380 1.5630 -1.3071 -0.063 0.007 -0.102
N 3.4006 1.1794 -3.4251 0.003 -0.028 -0.012
N -0.9050 -3.0261 -0.4049 0.100 0.182 0.030
N -2.6093 -1.1497 0.0473 -0.136 0.179 -0.111
C 1.6014 2.3487 -4.0207 0.011 -0.011 0.010
C -3.1723 1.2709 4.1641 -0.056 0.009 -0.005
C -4.4087 -2.4134 -1.1193 0.143 -0.087 -0.010
C 2.6624 2.4818 3.4250 -0.094 0.035 -0.074
C -3.3016 -0.6619 1.0218 -0.033 -0.117 0.055
C -2.5501 -4.5143 -1.4077 -0.159 0.187 0.045
C 3.4956 -1.3946 0.0604 0.011 0.019 -0.001
C 3.3952 -0.5425 -1.0200 0.006 0.016 0.008
C 2.3664 3.8479 3.3547 0.005 0.004 0.009
C -4.7705 -3.6272 -1.7436 -0.064 -0.011 -0.027
C 3.4631 4.2072 5.4624 0.000 -0.004 -0.004
C 2.1750 -1.6222 0.4556 -0.021 -0.003 0.028
C -3.8798 -4.6548 -1.8756 0.000 -0.070 -0.026
C -0.8719 -1.3268 -4.5560 -0.017 -0.062 0.014
C 2.6302 2.7769 -4.8195 0.004 -0.002 -0.025
C -1.3739 -1.6446 -3.2911 0.039 0.038 -0.012
C 0.5448 2.8951 -1.1460 -0.021 -0.020 -0.003
C -0.2860 -5.2273 -1.1130 0.019 -0.017 -0.005
C -2.7525 0.0699 2.1145 -0.002 0.087 0.036
C 3.7613 2.8524 5.5429 0.001 -0.003 0.011
C -1.1252 2.1306 0.0533 0.033 0.017 -0.056
C -1.3594 -0.0408 2.4207 0.006 0.043 -0.079
C -0.9469 0.5004 3.6768 0.008 0.023 0.061
C -3.6348 0.7131 3.0106 -0.023 0.018 -0.010
C -1.8127 1.1542 4.5056 0.040 -0.026 -0.027
C -1.5489 -5.5016 -1.5431 0.022 -0.015 0.009
C 3.7316 2.0076 -4.3983 -0.012 0.000 -0.004
C 3.3621 1.9924 4.5334 0.002 0.011 -0.001
C -3.1345 -2.2587 -0.6454 -0.153 0.162 0.051
C 0.1813 -0.4793 -4.3019 0.023 -0.027 0.036
C -0.0008 -3.9589 -0.5625 -0.020 -0.026 0.019
C 2.7641 4.7031 4.3685 -0.003 0.004 -0.002
C -2.1838 -3.2984 -0.8052 0.146 -0.167 -0.003
C -0.4472 3.3060 -0.2857 -0.048 0.005 0.011
B 1.2691 0.5934 -2.1885 0.022 -0.009 0.106
H -5.7766 -3.7419 -2.1257 -0.001 0.013 0.006
H 2.5298 5.7581 4.3080 -0.001 -0.001 -0.001
H 4.1388 -0.0850 -1.6456 -0.001 -0.010 -0.009
H 1.3143 3.4536 -1.6500 -0.001 -0.002 0.004
H 4.3041 2.4671 6.3964 0.000 -0.001 0.000
H -4.3584 -0.9286 1.0981 0.010 -0.032 0.008
H -1.4619 1.5792 5.4372 -0.004 0.003 0.004
H 1.8203 4.2213 2.4981 -0.001 0.002 0.001
H -4.6908 0.7632 2.7717 0.002 -0.001 -0.001
H -1.9650 1.9980 0.7127 0.001 -0.007 0.029
H 4.7465 2.0257 -4.7626 0.001 -0.001 0.002
H -2.2058 -2.2812 -3.0483 -0.032 0.004 -0.005
H -1.7952 -6.4530 -1.9982 0.007 -0.005 0.001
H 1.0104 -3.7069 -0.2729 0.004 -0.006 -0.005
H -4.1763 -5.5798 -2.3542 0.012 -0.002 0.003
H 0.5111 -5.9511 -1.2083 0.004 0.005 0.006
H 1.7860 -2.1741 1.2965 -0.001 -0.006 -0.011
H 0.8695 0.0063 -4.9715 0.005 0.011 0.005
H 0.5652 2.6431 -3.9843 0.003 0.001 0.000
H 4.3962 -1.7697 0.5129 -0.001 0.003 0.004
H 0.0970 0.3885 3.9417 -0.004 0.004 0.005
H 2.5947 3.5284 -5.5886 -0.001 0.001 0.002
H -0.6495 4.3058 0.0554 -0.001 0.001 -0.001
H 3.7739 4.8768 6.2540 0.001 0.000 0.000
H -1.2240 -1.6720 -5.5118 0.000 0.002 0.000
H 3.5858 0.9351 4.5885 0.003 0.000 0.001
H -5.1270 -1.6092 -1.0316 -0.002 0.010 0.004
```
Forces are in eV/Å.

As for the expectation value of S²: 0.764. The strongest force on any atom comes out at 0.006 Eh/bohr. As for the spin multiplicity: 2. Its relative energy (zero: lowest compared OMol25 entry of this formula, charge and spin) is 0.000 eV. The calculation puts the HOMO-LUMO gap (alpha / beta) at 6.78 / 5.90 eV.